(1)
{
  "formula": "C4H13N3O2",
  "method": "ωB97M-V with the def2-TZVPD basis set",
  "elements": ["C", "C", "C", "C", "O", "O", "N", "H", "H", "H", "H", "H", "H", "H", "H", "H", "H", "H", "H", "N", "N", "H"],
  "xyz": [[-0.57309, -1.40441, 1.47834], [-0.88639, -0.86448, 0.09809], [-0.44422, 0.85545, -0.09026], [-1.65126, 1.64305, 0.40448], [-0.12361, 1.15504, -1.34898], [0.58020, 1.15577, 0.85498], [1.89077, 0.79073, 0.39472], [-1.05599, -2.37110, 1.63537], [0.50076, -1.52730, 1.61444], [-0.91460, -0.72270, 2.25625], [-1.95966, -0.75622, -0.05349], [-0.59001, -1.55666, -0.68616], [-2.49225, 1.46254, -0.25890], [-1.90592, 1.35188, 1.41973], [-1.40737, 2.70376, 0.38127], [0.57855, 0.37101, -1.87770], [2.20518, 1.56524, -0.18830], [2.43718, 0.80334, 1.25262], [1.83817, -0.95493, -0.52339], [1.63354, -1.55798, -1.34333], [1.28638, -0.80734, -2.28524], [1.05363, -1.33469, -3.13456]],
  "forces_ev_per_angstrom": [[0.00, 0.10, -0.13], [-0.24, 2.61, -0.10], [-0.80, -3.58, 0.80], [0.47, 0.00, -0.22], [1.76, -1.12, -2.26], [0.63, 0.48, 0.29], [-0.51, -0.20, 0.04], [0.05, -0.01, 0.04], [0.07, -0.07, 0.05], [-0.03, 0.01, 0.04], [-0.19, -0.23, 0.19], [0.38, 0.31, -0.03], [-0.04, -0.05, -0.02], [-0.05, -0.01, 0.08], [-0.01, 0.07, 0.04], [-1.65, 2.00, 1.60], [-0.03, 0.01, 0.12], [-0.11, 0.10, -0.12], [-0.28, 0.33, -0.10], [0.06, 0.34, -1.98], [0.37, -0.88, 1.52], [0.16, -0.21, 0.14]],
  "energy_ev": -12920.058,
  "charge": 0,
  "gap_ev": 8.37,
  "e_homo_ev": -8.53
}

---

(2)
{
  "formula": "C4H6FNO",
  "method": "ωB97M-V with the def2-TZVPD basis set",
  "elements": ["O", "C", "C", "F", "N", "C", "C", "H", "H", "H", "H", "H", "H"],
  "xyz": [[0.11770, 1.69751, -0.00327], [-0.27005, 0.54416, 0.00179], [-1.76301, 0.25878, -0.00070], [-2.06562, -1.06531, -0.00511], [0.56682, -0.60177, 0.00316], [1.84030, -0.39457, -0.73119], [1.83094, -0.39768, 0.73633], [-2.20040, 0.79707, -0.86250], [-2.18796, 0.76804, 0.88866], [2.15394, -1.27161, -1.28945], [1.98633, 0.55659, -1.22636], [2.14779, -1.26922, 1.28028], [1.95244, 0.57508, 1.22193]],
  "forces_ev_per_angstrom": [[-0.37, -0.94, 0.03], [0.31, 0.78, -0.10], [0.00, 1.24, 0.22], [-0.24, -0.18, -0.07], [-0.22, 0.17, -0.13], [0.11, -0.23, -0.03], [0.15, 0.48, -0.03], [0.16, -0.52, 0.13], [0.18, -0.47, -0.24], [-0.03, 0.11, 0.15], [-0.13, 0.05, 0.07], [0.09, -0.12, 0.13], [-0.03, -0.37, -0.13]],
  "energy_ev": -10498.804,
  "charge": 0,
  "gap_ev": 11.12,
  "e_homo_ev": -10.06
}

---

(3)
{
  "formula": "C3H4NiO4",
  "method": "ωB97M-V with the def2-TZVPD basis set",
  "elements": ["C", "C", "O", "C", "O", "O", "O", "Ni", "H", "H", "H", "H"],
  "xyz": [[0.89556, 0.96879, -1.03606], [0.38670, -0.19434, -0.45685], [-1.03663, -0.25864, -0.46219], [-1.64547, -0.65155, 0.64589], [-1.16232, -1.63015, 1.29773], [-2.28185, 0.18847, 1.35578], [1.87588, 0.76368, -2.00584], [-1.17699, -0.48182, 2.79269], [0.15275, 1.72044, -1.33740], [0.46378, 0.05076, 1.54711], [2.73421, 0.69283, -1.58430], [0.79437, -1.16846, -0.75656]],
  "forces_ev_per_angstrom": [[-1.89, -2.69, -1.22], [-0.39, 0.84, -1.40], [-0.55, 0.63, -0.70], [2.28, 0.80, 3.08], [-0.29, -2.12, -1.57], [-1.51, 0.72, -1.40], [0.45, 0.73, 0.82], [1.23, 0.64, 0.21], [0.63, 0.20, 0.69], [-0.64, -0.19, 0.65], [0.33, -0.01, -0.04], [0.36, 0.47, 0.88]],
  "energy_ev": -52402.547,
  "multiplicity": 3,
  "charge": 0,
  "gap_ev": [7.36, 7.09],
  "e_homo_ev": [-8.33, -8.26]
}

---

(4)
{
  "formula": "C21H43MgN3O2P",
  "method": "ωB97M-V with the def2-TZVPD basis set",
  "elements": ["Mg", "N", "C", "C", "N", "C", "C", "H", "H", "H", "H", "H", "H", "H", "H", "H", "H", "H", "C", "O", "C", "O", "H", "H", "H", "C", "C", "C", "P", "C", "C", "C", "C", "C", "C", "H", "H", "H", "H", "H", "H", "H", "H", "H", "H", "H", "H", "H", "H", "H", "H", "H", "H", "H", "H", "H", "C", "C", "C", "C", "C", "C", "N", "H", "H", "H", "H", "H", "H", "H", "H"],
  "xyz": [[-0.15121, -0.16633, -0.58663], [1.24365, 3.72847, 3.39137], [0.56849, 4.29899, 2.18781], [0.40892, 3.18020, 1.14350], [-0.31011, 2.03993, 1.65814], [0.27397, 1.53803, 2.87253], [0.43420, 2.61823, 3.96226], [1.40955, 4.45691, 4.09494], [2.15369, 3.34783, 3.09609], [1.16502, 5.11875, 1.78554], [-0.40480, 4.68636, 2.49809], [1.39610, 2.83701, 0.81978], [-0.10695, 3.55710, 0.25887], [-1.29829, 2.24090, 1.75940], [1.26409, 1.13860, 2.62435], [-0.33157, 0.71766, 3.26037], [0.93389, 2.20879, 4.84186], [-0.53651, 3.02048, 4.26153], [0.92196, -2.27294, -3.91213], [0.71833, -1.38796, -2.80429], [-0.32990, -1.65257, -2.01217], [-1.04798, -2.61135, -2.19172], [1.81836, -1.93938, -4.42685], [0.06182, -2.22954, -4.57982], [1.04145, -3.29371, -3.54132], [1.73662, -1.62021, 4.31699], [0.45508, -2.16529, 3.67941], [0.08187, -3.50687, 4.30592], [0.59108, -2.01416, 1.78744], [-0.84333, -3.02333, 1.11367], [-0.84426, -4.54601, 1.21220], [-2.14373, -2.42718, 1.65497], [2.19093, -2.91272, 1.33814], [2.48358, -4.31314, 1.87599], [2.29318, -2.88646, -0.18712], [1.55045, -1.33435, 5.35238], [2.10796, -0.74762, 3.77714], [2.51867, -2.37574, 4.31347], [-0.35966, -1.46117, 3.91150], [0.71768, -4.31103, 3.95400], [-0.95522, -3.76341, 4.11039], [0.20686, -3.43737, 5.38558], [-0.82165, -2.78537, 0.04574], [-0.74475, -4.90980, 2.22914], [-0.05532, -4.97177, 0.59771], [-1.79214, -4.90901, 0.81800], [-2.29888, -2.67736, 2.70148], [-2.98471, -2.82741, 1.09216], [-2.14874, -1.33668, 1.55247], [2.96873, -2.24292, 1.73651], [1.72543, -5.03239, 1.59009], [2.58869, -4.32503, 2.95788], [3.42992, -4.65221, 1.45469], [1.52419, -3.51615, -0.63239], [3.26627, -3.25586, -0.50908], [2.17296, -1.86772, -0.56894], [2.07730, 1.66229, -2.18338], [0.68735, 2.21027, -2.16763], [0.17553, 3.29846, -2.83210], [-1.20153, 3.33750, -2.53577], [-1.45659, 2.27083, -1.70584], [-2.76486, 1.83051, -1.13252], [-0.29875, 1.59282, -1.45825], [2.72796, 2.31446, -2.76079], [2.07900, 0.67667, -2.65112], [2.48960, 1.56046, -1.17107], [0.70364, 3.96888, -3.48391], [-1.91511, 4.04406, -2.91624], [-3.56399, 2.06335, -1.83494], [-3.00291, 2.33406, -0.18783], [-2.75973, 0.74755, -0.96318]],
  "forces_ev_per_angstrom": [[0.02, 0.51, 0.53], [0.28, 0.25, 0.21], [-0.26, 0.04, -0.97], [-0.08, 0.32, -0.03], [-0.22, -0.34, -0.05], [-0.06, 0.25, 0.44], [-0.32, -0.93, 0.07], [0.07, -0.19, -0.18], [-0.15, 0.22, 0.19], [0.05, -0.05, 0.16], [0.13, -0.04, 0.09], [0.08, 0.09, -0.10], [0.10, 0.07, -0.07], [-0.04, -0.06, -0.06], [-0.03, -0.11, 0.10], [0.15, 0.04, 0.07], [0.08, 0.17, -0.05], [0.15, 0.09, -0.05], [-0.06, -0.26, -0.16], [0.69, 0.18, -0.82], [-0.69, -0.53, 1.14], [-0.02, -0.26, -0.42], [0.00, 0.03, 0.05], [0.07, -0.08, 0.00], [-0.01, 0.06, -0.16], [-0.18, 0.07, -0.17], [-0.08, 0.57, -0.44], [-0.06, 0.13, -0.19], [-0.04, -1.12, 0.28], [0.22, 0.28, -0.03], [0.08, 0.16, -0.08], [0.18, 0.00, -0.08], [-0.17, 0.45, 0.03], [-0.07, 0.19, 0.09], [-0.01, 0.14, 0.16], [0.04, -0.03, 0.06], [0.12, 0.08, 0.03], [0.12, -0.03, -0.01], [0.11, -0.09, 0.00], [0.03, -0.13, -0.02], [-0.03, -0.11, -0.02], [-0.02, 0.02, 0.12], [-0.02, -0.11, 0.03], [0.04, -0.07, 0.08], [-0.01, -0.09, 0.00], [-0.06, -0.06, -0.06], [-0.03, 0.05, 0.15], [-0.07, 0.05, -0.05], [-0.13, 0.06, 0.06], [-0.13, -0.04, -0.07], [-0.07, -0.09, 0.02], [-0.01, -0.03, 0.06], [0.07, -0.01, -0.01], [-0.05, 0.00, -0.14], [0.04, 0.00, -0.03], [0.06, -0.14, -0.13], [-0.23, -0.03, -0.05], [0.51, 0.30, 0.00], [0.19, 0.05, 0.01], [-0.21, 0.02, 0.08], [-0.35, 0.37, 0.09], [0.18, 0.10, 0.04], [0.09, -0.21, 0.21], [0.12, 0.00, 0.06], [0.16, -0.07, 0.00], [0.12, 0.02, 0.01], [0.18, 0.07, -0.11], [-0.20, 0.08, -0.06], [-0.10, -0.13, 0.09], [-0.07, -0.10, 0.02], [-0.20, 0.00, 0.01]],
  "energy_ev": -45767.573,
  "charge": 1,
  "gap_ev": 5.82,
  "e_homo_ev": -9.12
}

---

(5)
{
  "formula": "C4H6N2O2",
  "method": "ωB97M-V with the def2-TZVPD basis set",
  "elements": ["O", "C", "C", "N", "N", "C", "O", "C", "H", "H", "H", "H", "H", "H"],
  "xyz": [[0.81613, 1.67624, 0.43371], [-0.10644, 0.92783, 1.14370], [-0.16929, -0.55101, 1.09893], [0.80447, -1.28725, 0.36077], [0.95702, -0.94233, -0.97464], [-0.08163, -0.38199, -1.54612], [-1.15301, 0.19185, -1.01659], [-1.20062, 0.14340, 0.37071], [0.99945, 1.10650, -0.55770], [-0.32523, 1.39729, 2.07936], [-0.51580, -1.01171, 2.03872], [1.71333, -1.49464, 0.74553], [0.03595, -0.18589, -2.62038], [-2.19515, 0.02146, 0.87123]],
  "forces_ev_per_angstrom": [[0.86, -2.65, -4.28], [-0.54, 0.51, -0.52], [1.87, -1.54, 1.60], [0.10, -0.31, -0.68], [-2.31, 0.17, -0.47], [3.16, -0.41, -0.99], [-1.05, -0.06, 0.35], [-1.77, 0.81, 1.54], [-0.51, 2.47, 4.25], [-0.37, 0.34, 0.32], [0.36, -0.08, -0.62], [-0.18, 0.41, 0.33], [-0.30, -0.11, 0.52], [0.69, 0.46, -1.35]],
  "energy_ev": -11316.648,
  "charge": 0,
  "gap_ev": 9.16,
  "e_homo_ev": -8.39
}

---

(6)
{
  "formula": "C39H39N3O7P2Tb",
  "method": "ωB97M-V with the def2-TZVPD basis set",
  "elements": ["Tb", "N", "C", "C", "C", "O", "O", "H", "H", "H", "H", "H", "H", "O", "P", "C", "P", "O", "C", "C", "C", "C", "C", "C", "C", "C", "C", "C", "C", "C", "C", "C", "C", "C", "C", "C", "C", "C", "C", "C", "C", "C", "H", "H", "H", "H", "H", "H", "H", "H", "H", "H", "H", "H", "H", "H", "H", "H", "H", "H", "H", "H", "H", "H", "O", "C", "C", "C", "C", "O", "N", "H", "H", "H", "H", "O", "C", "C", "C", "C", "C", "N", "C", "C", "H", "H", "H", "H", "H", "H", "H"],
  "xyz": [[-0.05047, 0.07890, 0.17235], [-1.00561, -1.28258, 2.37122], [-2.43783, -1.07315, 2.70545], [-2.80256, 0.40452, 2.56310], [-2.20881, 0.83489, 1.24779], [-2.37689, 0.11538, 0.23009], [-1.36212, 1.77472, 1.20097], [-0.88117, -2.26284, 2.10702], [-0.43818, -1.11764, 3.19650], [-2.68310, -1.43816, 3.70429], [-3.01768, -1.64691, 1.98568], [-2.37261, 1.01051, 3.36004], [-3.88522, 0.53587, 2.56535], [-0.77082, -0.00647, -2.04836], [-1.06341, 0.83195, -3.25492], [0.17502, 2.16435, -3.43576], [0.77077, 2.96378, -1.91467], [0.76585, 2.00090, -0.75718], [2.45677, 3.45278, -2.27051], [3.35522, 2.41444, -2.54142], [4.68958, 2.70081, -2.76849], [5.13351, 4.01810, -2.72353], [4.24862, 5.04634, -2.44035], [2.90797, 4.76715, -2.20930], [-0.23608, 4.41035, -1.64900], [-0.93772, 4.53662, -0.45488], [-1.76458, 5.63677, -0.26385], [-1.88399, 6.59960, -1.25336], [-1.17822, 6.47572, -2.44671], [-0.35552, 5.38207, -2.64753], [-2.71254, 1.51215, -3.26656], [-3.75979, 0.58728, -3.26972], [-5.06982, 1.02959, -3.24158], [-5.34109, 2.39258, -3.21144], [-4.30543, 3.31342, -3.20511], [-2.98865, 2.87520, -3.23283], [-0.85456, -0.11153, -4.75939], [-1.40101, 0.32291, -5.96540], [-1.14468, -0.38490, -7.12855], [-0.34840, -1.52251, -7.08568], [0.19182, -1.95799, -5.88385], [-0.05727, -1.25233, -4.71602], [-0.15878, 2.91622, -4.15350], [1.03704, 1.65238, -3.87204], [3.01419, 1.38304, -2.55253], [5.38490, 1.89931, -2.97961], [6.17654, 4.24091, -2.90581], [4.60078, 6.06793, -2.39374], [2.22454, 5.57059, -1.96968], [-0.85847, 3.76648, 0.30086], [-2.31913, 5.73497, 0.65964], [-2.52885, 7.45474, -1.09902], [-1.27111, 7.23148, -3.21500], [0.19038, 5.28610, -3.58005], [-3.54553, -0.47489, -3.28092], [-5.88115, 0.31448, -3.24118], [-6.36697, 2.73622, -3.19280], [-4.51929, 4.37357, -3.17686], [-2.18873, 3.60258, -3.21808], [-2.03976, 1.19851, -5.99200], [-1.57164, -0.05663, -8.06656], [-0.15284, -2.07492, -7.99519], [0.80623, -2.84833, -5.85854], [0.36189, -1.56770, -3.76919], [-0.55379, -3.94756, 1.00975], [0.15224, -3.54105, 0.10968], [0.88921, -4.41777, -0.89793], [1.73201, -3.43029, -1.70463], [1.32845, -2.08989, -1.12426], [1.75320, -0.97934, -1.46627], [0.42198, -2.21194, -0.12970], [0.15077, -4.94719, -1.49973], [1.47044, -5.16836, -0.36505], [1.52841, -3.44635, -2.77542], [2.80653, -3.56488, -1.57832], [1.10315, 2.51402, 2.32573], [0.59481, 1.51613, 2.46173], [6.40999, -0.65335, 2.54357], [4.99373, -0.47643, 2.08270], [3.99105, -1.37290, 2.43137], [2.70176, -1.16725, 1.97434], [2.35496, -0.13245, 1.20757], [3.31701, 0.73154, 0.86589], [4.62731, 0.59717, 1.27471], [6.49233, -1.44594, 3.28435], [6.79219, 0.27025, 2.97831], [7.05400, -0.90740, 1.69997], [4.20705, -2.22903, 3.05677], [1.91082, -1.86579, 2.22497], [3.01235, 1.56479, 0.24411], [5.35989, 1.33169, 0.96485]],
  "forces_ev_per_angstrom": [[0.37, -0.65, -1.02], [-0.07, 0.15, 0.00], [0.02, -0.04, -0.03], [0.01, -0.03, 0.00], [-0.74, 0.29, 0.11], [-0.32, -0.24, 0.05], [-0.43, 0.25, 0.21], [0.06, 0.01, -0.02], [0.01, 0.03, -0.01], [0.01, 0.00, 0.00], [0.00, 0.00, 0.01], [-0.04, 0.01, 0.01], [0.00, -0.02, 0.00], [0.00, -0.07, -0.05], [0.09, 0.04, 0.06], [-0.04, -0.06, 0.09], [0.15, -0.10, 0.00], [0.12, 0.29, 0.02], [0.06, -0.03, -0.05], [-0.01, 0.03, -0.01], [0.00, 0.00, 0.00], [0.01, -0.01, 0.00], [-0.01, 0.00, 0.01], [0.01, -0.03, 0.01], [0.00, 0.07, 0.02], [0.00, -0.01, -0.02], [0.00, -0.01, 0.00], [0.00, 0.00, 0.00], [0.00, 0.00, 0.00], [-0.01, -0.01, 0.02], [-0.05, 0.06, 0.00], [0.01, 0.02, 0.05], [0.01, 0.00, 0.00], [-0.01, 0.01, 0.00], [0.01, 0.01, 0.00], [-0.01, -0.03, 0.00], [-0.03, -0.04, -0.03], [-0.03, -0.04, 0.02], [0.00, -0.01, 0.00], [-0.01, 0.01, -0.01], [0.00, 0.00, 0.03], [0.01, 0.02, -0.05], [0.03, -0.01, -0.03], [0.00, 0.02, -0.02], [0.01, 0.00, 0.00], [0.00, 0.00, 0.00], [0.00, 0.00, 0.00], [0.00, 0.00, 0.00], [-0.01, 0.01, -0.01], [-0.01, 0.00, 0.01], [0.00, 0.00, 0.00], [0.00, 0.00, 0.00], [0.00, 0.00, 0.00], [0.01, 0.01, 0.00], [0.00, 0.00, 0.00], [0.00, 0.00, 0.00], [0.00, 0.00, 0.01], [0.01, 0.00, 0.00], [-0.01, 0.02, -0.01], [0.01, 0.00, -0.01], [0.00, 0.00, 0.00], [0.00, 0.00, 0.00], [0.00, 0.00, 0.00], [0.02, -0.01, 0.02], [-0.02, 0.02, 0.03], [0.02, 0.03, 0.00], [0.02, 0.01, -0.01], [-0.02, -0.03, 0.03], [0.08, -0.06, 0.00], [-0.01, -0.01, -0.09], [0.15, -0.30, -0.12], [0.00, 0.00, 0.01], [0.00, 0.00, 0.00], [0.01, 0.01, 0.00], [0.00, 0.00, 0.00], [-0.14, -0.12, 0.27], [0.71, 0.65, 0.58], [-0.02, 0.00, -0.01], [0.03, 0.00, 0.00], [-0.02, -0.02, -0.01], [-0.02, -0.01, 0.01], [0.05, -0.04, -0.05], [0.01, -0.03, -0.01], [0.01, 0.02, -0.02], [0.00, 0.00, 0.00], [0.00, 0.00, 0.00], [0.00, 0.00, 0.00], [0.00, 0.00, 0.00], [0.00, 0.01, 0.02], [-0.01, 0.00, 0.00], [0.00, 0.00, 0.01]],
  "energy_ev": -100895.703,
  "multiplicity": 7,
  "charge": 1,
  "gap_ev": [9.66, 9.28],
  "e_homo_ev": [-11.63, -11.25]
}